{
  "formula": "C30H57N3O6",
  "method": "wB97M-V/def2-TZVPD",
  "gap_ha": [0.323, 0.101],
  "spin_multiplicity": 2,
  "total_charge": 1,
  "symbols": ["C", "C", "N", "H", "H", "H", "C", "C", "N", "H", "H", "H", "C", "C", "N", "H", "H", "H", "C", "C", "C", "O", "C", "H", "H", "H", "H", "H", "H", "H", "H", "C", "C", "C", "O", "C", "H", "H", "H", "H", "H", "H", "H", "H", "C", "C", "C", "O", "C", "H", "H", "H", "H", "H", "H", "H", "H", "C", "C", "C", "O", "C", "H", "H", "H", "H", "H", "H", "H", "H", "C", "C", "C", "O", "C", "H", "H", "H", "H", "H", "H", "H", "H", "C", "C", "C", "O", "C", "H", "H", "H", "H", "H", "H", "H", "H"],
  "xyz": [[-1.333, 0.500, -4.226], [0.005, 0.475, -3.746], [1.117, 0.392, -3.389], [-1.761, 1.296, -3.617], [-1.860, -0.452, -4.172], [-1.407, 0.918, -5.230], [0.728, 3.644, 2.936], [-0.438, 3.734, 2.073], [-1.421, 3.733, 1.456], [1.253, 4.556, 3.218], [1.442, 3.084, 2.333], [0.420, 3.066, 3.808], [-3.078, -4.281, -2.074], [-3.515, -3.768, -3.385], [-3.876, -3.440, -4.471], [-2.039, -4.577, -2.221], [-3.681, -5.174, -1.913], [-3.055, -3.716, -1.142], [0.429, -0.810, -0.053], [-0.515, 0.206, 0.575], [-1.527, 0.451, -0.613], [-1.428, -0.688, -1.497], [-0.422, -1.528, -1.063], [0.762, -1.559, 0.666], [1.249, -0.374, -0.623], [0.050, 1.087, 0.878], [-0.968, -0.254, 1.453], [-1.135, 1.339, -1.109], [-2.538, 0.781, -0.376], [0.145, -1.788, -1.956], [-0.835, -2.418, -0.588], [3.728, -4.832, -2.576], [2.813, -5.694, -3.306], [1.480, -5.050, -3.106], [1.623, -4.330, -1.881], [2.924, -4.535, -1.327], [3.913, -3.911, -3.130], [4.733, -5.251, -2.525], [2.859, -6.669, -2.820], [2.958, -5.845, -4.375], [0.740, -5.849, -3.053], [1.183, -4.415, -3.941], [2.933, -5.340, -0.592], [3.241, -3.598, -0.868], [1.727, -2.068, 3.714], [2.700, -2.440, 4.845], [3.837, -1.427, 4.604], [3.329, -0.219, 4.059], [2.139, -0.615, 3.307], [0.703, -2.232, 4.050], [1.908, -2.769, 2.899], [3.002, -3.487, 4.844], [2.305, -2.165, 5.823], [4.519, -1.857, 3.870], [4.529, -1.291, 5.435], [2.326, -0.465, 2.244], [1.261, 0.004, 3.496], [4.215, 2.077, -2.412], [3.354, 2.418, -1.176], [3.885, 3.771, -0.712], [4.934, 4.101, -1.533], [5.499, 2.944, -2.169], [3.697, 2.344, -3.334], [4.468, 1.037, -2.618], [3.477, 1.551, -0.526], [2.338, 2.403, -1.572], [4.095, 3.812, 0.357], [3.120, 4.546, -0.754], [6.248, 2.523, -1.498], [6.000, 3.230, -3.093], [-3.458, -0.743, 3.043], [-4.796, -0.325, 3.723], [-4.348, -0.486, 5.153], [-2.967, -0.058, 5.109], [-2.332, -0.091, 3.842], [-3.500, -0.504, 1.981], [-3.283, -1.819, 3.070], [-5.723, -0.753, 3.340], [-4.873, 0.686, 3.322], [-4.393, -1.511, 5.523], [-4.918, 0.161, 5.818], [-1.360, -0.572, 3.733], [-2.225, 0.967, 3.604], [-3.430, 3.928, -2.438], [-3.157, 5.406, -2.281], [-3.706, 5.780, -0.909], [-4.627, 4.660, -0.643], [-4.183, 3.418, -1.203], [-2.575, 3.277, -2.623], [-4.077, 3.867, -3.313], [-3.752, 5.969, -3.000], [-2.116, 5.709, -2.396], [-4.302, 6.692, -0.922], [-2.905, 5.798, -0.170], [-5.011, 2.753, -1.448], [-3.496, 2.945, -0.501]]
}


{
  "formula": "C2H6ClNO3S",
  "method": "wB97M-V/def2-TZVPD",
  "gap_ha": 0.381,
  "de_lowest_kcal_mol": 31.2,
  "total_charge": 0,
  "symbols": ["O", "S", "O", "O", "C", "C", "N", "Cl", "H", "H", "H", "H", "H", "H"],
  "xyz": [[1.156, -1.489, -1.839], [1.291, -0.874, -0.513], [1.026, -1.687, 0.676], [2.722, -0.089, -0.503], [0.153, 0.569, -0.337], [-1.269, -0.029, -0.324], [-2.462, 0.858, 0.050], [-2.027, 1.694, 1.575], [3.241, -0.525, 0.267], [0.318, 1.302, -1.146], [0.308, 0.944, 0.640], [-1.272, -0.822, 0.404], [-1.456, -0.522, -1.273], [-2.638, 1.691, -0.515]]
}


{
  "formula": "C44H50N4O2ReSi",
  "method": "wB97M-V/def2-TZVPD",
  "gap_ha": [0.233, 0.208],
  "spin_multiplicity": 2,
  "total_charge": 0,
  "symbols": ["Re", "C", "C", "C", "C", "N", "C", "C", "C", "C", "C", "C", "C", "H", "H", "H", "H", "H", "H", "H", "H", "C", "Si", "C", "N", "C", "C", "C", "C", "C", "C", "C", "C", "C", "C", "C", "C", "C", "C", "C", "C", "C", "H", "H", "H", "H", "H", "H", "H", "H", "H", "H", "H", "H", "H", "H", "H", "H", "H", "H", "H", "H", "H", "H", "H", "H", "C", "O", "C", "C", "H", "H", "H", "H", "H", "H", "C", "N", "N", "C", "O", "C", "C", "C", "C", "C", "C", "C", "C", "C", "H", "H", "H", "H", "H", "H", "H", "H", "H", "H", "H", "H"],
  "xyz": [[0.786, 1.427, 0.505], [0.566, 1.547, 5.049], [1.911, 1.420, 5.434], [2.861, 1.300, 4.451], [2.499, 1.296, 3.096], [1.174, 1.351, 2.746], [0.267, 1.491, 3.709], [3.434, 1.298, 1.999], [4.824, 1.242, 2.200], [5.698, 1.296, 1.140], [5.201, 1.412, -0.153], [3.830, 1.472, -0.366], [2.913, 1.407, 0.676], [-0.220, 1.689, 5.772], [2.193, 1.441, 6.476], [3.902, 1.217, 4.717], [-0.768, 1.578, 3.398], [5.220, 1.168, 3.202], [6.764, 1.268, 1.318], [5.883, 1.465, -0.991], [3.471, 1.584, -1.380], [0.592, 1.352, -1.693], [-1.115, 0.719, -2.242], [-2.441, 1.399, -1.006], [-1.898, 1.518, 0.356], [-2.399, 2.692, 1.075], [-3.838, 2.577, 1.585], [-3.989, 1.337, 2.460], [-3.573, 0.115, 1.648], [-2.144, 0.298, 1.124], [-1.224, -1.172, -2.483], [-2.448, -1.827, -2.625], [-2.514, -3.184, -2.883], [-1.354, -3.927, -3.010], [-0.128, -3.296, -2.890], [-0.069, -1.936, -2.636], [-1.602, 1.373, -3.964], [-1.886, 2.720, -4.162], [-2.198, 3.220, -5.414], [-2.228, 2.371, -6.508], [-1.957, 1.025, -6.335], [-1.649, 0.537, -5.076], [0.776, 2.306, -2.197], [1.340, 0.665, -2.107], [-3.357, 0.798, -1.010], [-2.733, 2.393, -1.348], [-2.317, 3.562, 0.421], [-1.736, 2.868, 1.925], [-4.525, 2.515, 0.739], [-4.083, 3.479, 2.150], [-5.018, 1.231, 2.812], [-3.343, 1.428, 3.337], [-4.273, -0.029, 0.821], [-3.593, -0.787, 2.266], [-1.876, -0.544, 0.492], [-1.471, 0.289, 1.984], [-3.368, -1.266, -2.532], [-3.474, -3.666, -3.003], [-1.407, -4.988, -3.207], [0.784, -3.866, -3.026], [0.896, -1.458, -2.547], [-1.857, 3.398, -3.319], [-2.418, 4.271, -5.542], [-2.455, 2.758, -7.492], [-1.986, 0.353, -7.184], [-1.438, -0.516, -4.956], [1.320, 5.348, 2.035], [1.065, 3.966, 1.854], [0.686, 3.448, 0.663], [0.302, 4.438, -0.407], [0.393, 5.883, 2.261], [1.800, 5.793, 1.163], [1.992, 5.423, 2.890], [-0.139, 5.343, 0.007], [-0.409, 3.979, -1.085], [1.179, 4.714, -0.995], [1.995, -5.243, -0.224], [2.075, -4.007, 0.525], [0.971, -3.158, 0.518], [1.404, -1.831, 0.513], [0.610, -0.868, 0.554], [2.824, -1.894, 0.475], [3.196, -3.206, 0.456], [4.548, -3.807, 0.345], [-0.288, -3.676, 0.818], [-0.423, -4.807, 1.632], [-1.675, -5.332, 1.879], [-2.813, -4.739, 1.349], [-2.678, -3.601, 0.565], [-1.432, -3.081, 0.291], [0.950, -5.486, -0.403], [2.456, -6.054, 0.343], [2.497, -5.154, -1.193], [3.473, -1.041, 0.488], [5.305, -3.037, 0.470], [4.676, -4.260, -0.639], [4.697, -4.581, 1.098], [0.451, -5.250, 2.084], [-1.764, -6.203, 2.511], [-3.787, -5.158, 1.548], [-3.552, -3.119, 0.156], [-1.324, -2.218, -0.340]]
}


{
  "formula": "C5H9F",
  "method": "wB97M-V/def2-TZVPD",
  "gap_ha": 0.420,
  "de_lowest_kcal_mol": 14.0,
  "total_charge": 0,
  "symbols": ["C", "C", "F", "C", "C", "C", "H", "H", "H", "H", "H", "H", "H", "H", "H"],
  "xyz": [[-1.741, -0.597, 0.263], [-0.599, 0.243, -0.118], [-1.133, 1.442, -0.561], [0.570, 0.615, 0.866], [1.667, 0.075, -0.026], [0.546, -0.275, -1.054], [-1.503, -1.697, 0.299], [-2.175, -0.329, 1.263], [-2.537, -0.536, -0.552], [0.540, 0.258, 1.875], [0.696, 1.724, 1.042], [2.402, 0.838, -0.319], [2.185, -0.813, 0.295], [0.538, -1.335, -1.399], [0.545, 0.389, -1.875]]
}


{
  "formula": "C15H25Cl17F3IO5S",
  "method": "wB97M-V/def2-TZVPD",
  "gap_ha": 0.364,
  "total_charge": 0,
  "symbols": ["C", "C", "Cl", "C", "C", "C", "O", "C", "F", "F", "F", "O", "S", "O", "O", "O", "C", "I", "H", "H", "H", "H", "H", "H", "H", "H", "H", "Cl", "C", "Cl", "H", "H", "Cl", "C", "Cl", "H", "H", "Cl", "C", "Cl", "H", "H", "Cl", "C", "Cl", "H", "H", "Cl", "C", "Cl", "H", "H", "Cl", "C", "Cl", "H", "H", "Cl", "C", "Cl", "H", "H", "Cl", "C", "Cl", "H", "H"],
  "xyz": [[2.542, -1.093, 0.403], [2.649, 0.125, 1.370], [2.511, -0.381, 3.096], [1.715, 1.298, 0.971], [0.441, 1.419, 1.804], [-0.499, 0.185, 1.755], [-1.701, 0.580, 2.413], [-2.583, -0.420, 2.554], [-3.292, -0.650, 1.455], [-2.040, -1.569, 2.960], [-3.444, -0.048, 3.498], [-0.356, 2.383, 1.009], [-0.925, 3.622, 1.823], [-0.306, 4.833, 1.471], [-2.332, 3.654, 1.821], [-0.546, 3.053, 3.314], [0.524, 2.136, 3.185], [2.286, 3.379, 3.542], [2.574, -2.042, 0.945], [1.641, -1.017, -0.220], [3.397, -1.061, -0.285], [3.674, 0.490, 1.247], [2.288, 2.228, 0.935], [1.390, 1.118, -0.062], [0.029, -0.632, 2.259], [-0.664, -0.020, 0.688], [0.586, 1.437, 4.018], [4.210, -3.174, 4.239], [2.668, -4.018, 4.443], [1.695, -3.951, 2.967], [2.863, -5.054, 4.689], [2.115, -3.544, 5.247], [-1.637, 3.965, -3.653], [-1.463, 3.163, -2.087], [-0.282, 1.849, -2.174], [-1.129, 3.890, -1.353], [-2.424, 2.754, -1.793], [4.085, -6.337, 7.223], [2.544, -7.179, 7.429], [1.575, -7.121, 5.951], [2.741, -8.217, 7.676], [1.989, -6.704, 8.230], [2.909, 4.392, -3.293], [1.974, 5.715, -4.004], [2.837, 7.254, -3.889], [1.793, 5.492, -5.049], [1.032, 5.801, -3.475], [1.282, 3.397, -6.647], [2.835, 3.622, -7.465], [2.683, 3.427, -9.213], [3.199, 4.623, -7.255], [3.536, 2.885, -7.089], [-3.975, 1.733, -6.104], [-3.160, 0.848, -4.812], [-2.546, -0.713, -5.380], [-2.326, 1.441, -4.454], [-3.867, 0.675, -4.006], [-1.625, -4.056, 0.357], [-1.722, -5.123, 1.765], [-0.292, -6.152, 1.898], [-1.798, -4.514, 2.659], [-2.600, -5.753, 1.667], [-6.964, -2.534, -5.173], [-5.710, -1.696, -4.253], [-6.398, -0.446, -3.206], [-5.185, -2.419, -3.637], [-5.020, -1.228, -4.947]]
}


{
  "formula": "C4H5NOS",
  "method": "wB97M-V/def2-TZVPD",
  "gap_ha": [0.259, 0.259],
  "de_lowest_kcal_mol": 69.8,
  "total_charge": 0,
  "symbols": ["C", "C", "C", "C", "N", "O", "S", "H", "H", "H", "H", "H"],
  "xyz": [[0.718, -0.355, 0.083], [0.596, 0.906, 0.634], [-0.194, -1.008, -0.681], [-0.259, 2.024, 0.220], [-1.495, -0.947, -0.573], [-0.387, 2.426, -0.885], [-2.366, 0.072, 0.329], [1.581, -0.948, 0.435], [1.102, 1.244, 1.523], [0.114, -1.866, -1.287], [-0.627, 2.697, 0.967], [-1.974, -1.462, -1.336]]
}


{
  "formula": "C30H47BeBrCl2N3O6Si",
  "method": "wB97M-V/def2-TZVPD",
  "gap_ha": 0.188,
  "de_lowest_kcal_mol": 57.1,
  "total_charge": -1,
  "symbols": ["C", "C", "H", "H", "H", "C", "C", "H", "H", "H", "H", "Be", "Cl", "C", "O", "N", "C", "C", "H", "H", "H", "H", "H", "H", "H", "H", "H", "C", "C", "N", "H", "C", "O", "H", "H", "H", "H", "H", "H", "C", "C", "N", "H", "C", "O", "H", "H", "H", "H", "O", "C", "C", "C", "H", "C", "H", "C", "H", "C", "C", "H", "H", "H", "Si", "Cl", "C", "C", "C", "H", "H", "H", "H", "H", "H", "H", "H", "H", "Br", "C", "C", "C", "C", "C", "C", "C", "O", "O", "H", "H", "H", "H"],
  "xyz": [[-2.743, -0.003, -2.692], [-1.634, 0.880, -3.150], [-3.503, 0.559, -2.129], [-2.347, -0.806, -2.034], [-3.256, -0.476, -3.549], [-1.869, 1.677, -4.224], [-3.215, 1.903, -4.824], [-1.064, 2.170, -4.773], [-3.971, 2.146, -4.065], [-3.574, 1.042, -5.402], [-3.157, 2.753, -5.511], [0.568, -1.389, -0.454], [-1.500, -1.999, -0.591], [3.176, -0.677, -0.685], [1.952, -0.417, -0.507], [4.112, -0.306, 0.182], [3.763, 0.525, 1.335], [5.452, -0.875, 0.077], [3.527, -1.115, -1.633], [2.889, 0.110, 1.856], [3.535, 1.551, 1.013], [4.626, 0.539, 2.009], [5.372, -1.965, -0.032], [6.014, -0.610, 0.979], [5.946, -0.467, -0.817], [1.804, -1.050, 3.668], [0.521, -3.725, 4.729], [0.776, -1.122, 4.043], [-0.343, -3.335, 4.177], [0.053, -2.197, 3.360], [0.257, -0.165, 3.922], [-0.084, -2.214, 2.034], [0.607, -1.492, 1.263], [-0.738, -4.117, 3.523], [-0.854, -2.894, 1.635], [0.811, -1.364, 5.108], [-1.101, -3.028, 4.907], [-4.200, 0.859, -0.183], [-5.336, 3.641, -0.342], [-5.025, 0.904, 0.544], [-5.880, 3.257, 0.538], [-5.109, 2.213, 1.199], [-4.835, 0.128, 1.288], [-4.331, 2.600, 2.218], [-4.229, 3.706, 2.691], [-6.043, 4.072, 1.245], [-3.658, 1.725, 2.669], [-5.970, 0.724, 0.019], [-6.830, 2.819, 0.217], [-0.268, 0.485, -1.069], [-0.238, 0.731, -2.507], [0.321, 3.153, -3.088], [0.735, 1.832, -2.919], [-0.733, 3.391, -2.937], [1.224, 4.133, -3.522], [0.164, -0.215, -2.917], [2.077, 1.500, -3.142], [0.862, 5.145, -3.715], [2.574, 3.809, -3.700], [3.000, 2.491, -3.483], [2.365, 0.454, -3.060], [3.294, 4.578, -3.979], [4.059, 2.236, -3.584], [-0.330, 1.871, 0.236], [-2.688, 0.611, 2.772], [-1.812, 2.877, -0.239], [1.262, 2.874, -0.025], [0.049, 1.279, 1.935], [-1.536, 3.760, -0.834], [-2.320, 3.272, 0.653], [-2.522, 2.294, -0.834], [-0.371, 2.000, 2.650], [1.121, 1.216, 2.139], [-0.382, 0.289, 2.071], [1.053, 3.826, -0.525], [1.990, 2.331, -0.639], [1.741, 3.109, 0.935], [3.581, -2.835, 2.544], [2.521, -4.326, 2.003], [2.321, -5.352, 2.923], [1.544, -6.460, 2.591], [0.945, -6.532, 1.328], [1.105, -5.489, 0.415], [1.941, -4.410, 0.725], [2.220, -3.352, -0.317], [3.391, -2.985, -0.527], [1.188, -2.852, -0.919], [2.799, -5.280, 3.897], [1.408, -7.252, 3.325], [0.357, -7.400, 1.051], [0.628, -5.505, -0.566]]
}


{
  "formula": "C2H5N3S",
  "method": "wB97M-V/def2-TZVPD",
  "gap_ha": 0.329,
  "de_lowest_kcal_mol": 112.5,
  "total_charge": 0,
  "symbols": ["C", "C", "H", "H", "H", "H", "H", "N", "N", "N", "S"],
  "xyz": [[0.032, -1.169, 0.552], [-1.190, -0.240, 0.710], [0.816, 1.326, 0.466], [2.353, 0.883, -0.136], [-0.242, -2.234, 0.631], [-1.677, 0.079, 1.690], [0.359, 0.537, -1.911], [1.314, 0.619, 0.007], [1.259, -0.758, 0.251], [-1.634, 0.415, -0.266], [-1.388, 0.542, -1.996]]
}


What are the max |F| values for these records? In order: 4.81 3.09 2.93 2.79 1.93 4.90 5.54 5.41 eV/Å.